# 1
Below is a molecular structure, C40H30BrClGeIN2O2Re at a distorted geometry, with properties calculated with the ωB97M-V functional and the def2-TZVPD basis.

Summary:
Expectation value of S² = 3.802
E_LUMO (alpha / beta) = -8.6 / -10.3 eV
Strongest force on any atom = 0.040 hartree/bohr
HOMO energy (alpha / beta) = -15.59 / -15.61 eV
HOMO-LUMO gap (alpha / beta) = 6.95 / 5.29 eV
Multiplicity = 4
Charge = +3

Last column: Löwdin spin population.
Positions of all 79 atoms, in Å:
Re  0.005  0.330  0.098  2.00
O  -1.319  5.010  3.922  0.00
C  -0.979  4.163  2.983  0.00
C  -0.650  4.510  1.663  0.00
C  -0.300  3.531  0.766  0.01
N  -0.277  2.224  1.081  0.02
C  -0.611  1.917  2.346  0.02
Br  -0.544  0.009  2.613  0.03
C  -0.942  2.796  3.327  0.00
H  -1.307  5.941  3.661  0.00
H  -0.673  5.543  1.344  0.00
H  -0.027  3.791  -0.247  0.00
H  -1.167  2.476  4.335  0.00
Cl  0.737  -2.399  -6.241  0.00
C  0.496  -2.188  -4.562  0.01
C  0.386  -3.282  -3.741  0.00
C  0.122  -3.136  -2.371  0.01
I  -0.104  -4.800  -1.134  0.00
C  0.003  -1.881  -1.814  0.01
O  -0.373  -1.645  -0.531  0.05
C  0.199  -0.750  -2.631  0.01
N  0.108  0.468  -2.003  0.01
C  0.113  1.559  -2.762  0.02
C  0.258  1.517  -4.145  0.00
C  0.423  0.307  -4.780  0.01
C  0.396  -0.876  -4.021  0.00
H  0.486  -4.277  -4.153  0.00
H  -0.005  2.506  -2.249  0.00
H  0.244  2.440  -4.706  0.00
H  0.543  0.250  -5.853  0.00
C  6.851  2.167  -1.320  0.14
C  5.973  3.252  -1.411  0.01
C  4.630  3.068  -1.193  0.07
C  4.128  1.797  -0.813  0.08
C  5.032  0.702  -0.764  0.08
C  6.372  0.895  -0.997  0.00
C  2.730  1.680  -0.539  0.15
C  2.089  0.658  0.127  0.12
C  2.781  -0.246  1.035  0.03
C  2.651  -1.641  0.932  0.02
C  3.355  -2.470  1.784  0.00
C  4.151  -1.924  2.788  0.03
C  4.251  -0.545  2.931  0.00
C  3.586  0.294  2.057  0.03
H  7.903  2.308  -1.528  0.01
H  6.355  4.235  -1.650  0.00
H  3.954  3.910  -1.266  0.00
H  4.659  -0.298  -0.595  0.00
H  7.053  0.057  -0.955  0.00
H  2.130  2.490  -0.945  0.01
H  2.040  -2.061  0.141  0.00
H  3.293  -3.543  1.669  0.00
H  4.685  -2.578  3.463  0.00
H  4.853  -0.128  3.727  0.00
H  3.653  1.369  2.167  0.00
Ge  -2.547  -1.468  -0.452  0.01
C  -3.079  -2.259  1.250  0.00
C  -2.723  -3.552  1.617  0.00
C  -3.219  -4.073  2.803  0.00
C  -4.072  -3.314  3.593  0.00
C  -4.418  -2.020  3.222  0.00
C  -3.923  -1.482  2.045  0.00
C  -2.941  -1.788  -2.331  0.00
C  -3.316  -3.063  -2.752  0.00
C  -3.679  -3.266  -4.073  0.00
C  -3.660  -2.201  -4.966  0.00
C  -3.309  -0.927  -4.537  0.00
C  -2.953  -0.711  -3.216  0.00
H  -2.354  0.144  -0.279  0.00
H  -2.064  -4.144  0.996  0.00
H  -2.949  -5.078  3.098  0.00
H  -4.481  -3.735  4.502  0.00
H  -5.083  -1.435  3.842  0.00
H  -4.208  -0.480  1.743  0.00
H  -3.347  -3.886  -2.048  0.00
H  -4.007  -4.243  -4.400  0.00
H  -3.943  -2.360  -5.998  0.00
H  -3.350  -0.096  -5.230  0.00
H  -2.726  0.293  -2.875  0.00

---

# 2
Below is a molecular structure, C40H30Cl2N2O4P2S3Sr at a distorted geometry, with properties calculated with the ωB97M-V functional and the def2-TZVPD basis.

Summary:
E_LUMO = 3.7 eV
Strongest force on any atom = 0.044 hartree/bohr
HOMO energy = -3.11 eV
HOMO-LUMO gap = 6.77 eV
Charge = -2

Last column: Löwdin charge in e.
Positions of all 84 atoms, in Å:
Sr  0.022  0.415  -0.515  1.05
S  -1.988  0.687  1.336  0.21
P  -0.501  0.225  2.624  0.36
C  1.058  -0.290  2.155  -0.56
P  1.149  -1.844  1.470  0.34
S  0.333  -2.370  -0.301  0.21
C  0.774  -3.255  2.603  -0.34
C  -0.058  -4.310  2.247  -0.13
C  -0.363  -5.307  3.163  -0.10
C  0.157  -5.253  4.447  -0.11
C  0.990  -4.203  4.810  -0.09
C  1.297  -3.210  3.893  -0.08
C  2.942  -2.127  1.201  -0.35
C  3.392  -3.378  0.781  -0.11
C  4.721  -3.567  0.441  -0.10
C  5.615  -2.504  0.505  -0.11
C  5.176  -1.261  0.932  -0.09
C  3.844  -1.075  1.284  -0.09
C  -1.465  -0.735  3.870  -0.33
C  -1.583  -0.374  5.207  -0.08
C  -2.394  -1.112  6.061  -0.10
C  -3.075  -2.224  5.593  -0.11
C  -2.949  -2.599  4.260  -0.09
C  -2.160  -1.851  3.406  -0.13
C  -0.103  1.772  3.552  -0.36
C  0.999  1.777  4.406  -0.11
C  1.386  2.940  5.054  -0.09
C  0.685  4.121  4.845  -0.10
C  -0.408  4.128  3.992  -0.10
C  -0.801  2.958  3.354  -0.12
H  -0.457  -4.342  1.241  0.05
H  -1.019  -6.122  2.876  0.09
H  -0.085  -6.028  5.166  0.09
H  1.396  -4.160  5.814  0.09
H  1.936  -2.379  4.170  0.11
H  2.686  -4.197  0.706  0.10
H  5.062  -4.541  0.108  0.09
H  6.648  -2.645  0.211  0.09
H  5.868  -0.429  0.985  0.10
H  3.489  -0.112  1.630  0.08
H  -1.046  0.488  5.582  0.09
H  -2.503  -0.810  7.097  0.09
H  -3.712  -2.791  6.261  0.09
H  -3.476  -3.469  3.888  0.10
H  -2.099  -2.105  2.355  0.09
H  1.562  0.861  4.540  0.10
H  2.246  2.931  5.712  0.10
H  0.993  5.031  5.346  0.09
H  -0.949  5.050  3.812  0.10
H  -1.653  2.960  2.684  0.06
Cl  -1.061  4.506  -3.345  0.69
C  -1.587  2.928  -3.821  -0.59
C  -2.368  2.790  -4.968  -0.14
C  -2.809  1.556  -5.373  -0.63
Cl  -3.777  1.436  -6.821  0.63
C  -2.509  0.401  -4.626  -0.18
C  -2.955  -0.903  -4.931  -0.04
C  -2.649  -1.938  -4.092  -0.06
C  -1.874  -1.685  -2.947  -0.15
N  -1.412  -0.494  -2.654  0.05
C  -1.713  0.552  -3.457  -0.14
C  -1.194  1.836  -3.032  -0.42
O  -0.454  1.923  -1.997  -0.34
H  -2.620  3.676  -5.534  0.10
H  -3.540  -1.055  -5.829  0.08
H  -2.995  -2.944  -4.292  0.10
H  -1.619  -2.481  -2.255  0.06
N  1.264  2.396  0.478  -0.03
C  2.113  3.420  -0.087  -0.30
C  2.203  4.676  0.508  -0.03
C  3.044  5.642  -0.022  -0.06
C  3.807  5.355  -1.144  -0.27
C  3.718  4.111  -1.743  -0.05
C  2.868  3.144  -1.219  -0.03
S  4.846  6.657  -1.842  0.40
O  5.423  7.326  -0.679  -0.39
O  5.819  5.958  -2.674  -0.39
O  3.903  7.484  -2.588  -0.38
H  1.758  1.890  1.215  0.05
H  0.475  2.842  0.938  0.06
H  1.612  4.879  1.397  0.10
H  3.140  6.619  0.434  0.11
H  4.326  3.919  -2.617  0.11
H  2.771  2.169  -1.683  0.10

---

# 3
Below is a molecular structure, C40H30N5NdO7S2 at a distorted geometry, with properties calculated with the ωB97M-V functional and the def2-TZVPD basis.

Summary:
Expectation value of S² = 3.753
E_LUMO (alpha / beta) = -0.6 / -0.6 eV
Strongest force on any atom = 0.035 hartree/bohr
HOMO energy (alpha / beta) = -7.52 / -7.52 eV
HOMO-LUMO gap (alpha / beta) = 6.89 / 6.88 eV
Multiplicity = 4

Last column: Löwdin spin population.
Positions of all 85 atoms, in Å:
Nd  0.544  0.122  -0.473  3.02
C  1.711  0.991  -3.621  0.00
O  0.570  1.080  -2.764  0.00
C  -0.352  2.070  -3.052  0.00
C  -0.388  2.736  -4.264  0.00
C  -1.390  3.660  -4.527  0.00
C  -2.368  3.920  -3.584  0.00
C  -2.330  3.269  -2.364  0.00
C  -1.321  2.359  -2.071  0.00
N  -1.234  1.691  -0.835  0.00
N  -2.335  1.599  -0.207  0.00
C  -2.419  0.968  0.996  0.00
C  -1.314  0.612  1.840  0.00
O  -0.087  0.827  1.531  0.00
C  -1.618  -0.018  3.097  0.00
C  -2.871  -0.394  3.432  0.00
C  -3.981  -0.127  2.579  0.00
C  -5.278  -0.565  2.906  0.00
C  -6.345  -0.257  2.103  0.00
C  -6.144  0.515  0.950  0.00
C  -4.885  0.933  0.598  0.00
C  -3.766  0.608  1.393  0.00
H  2.246  1.939  -3.648  0.00
H  1.415  0.686  -4.625  0.00
H  2.361  0.234  -3.191  0.00
H  0.346  2.529  -5.029  0.00
H  -1.401  4.167  -5.483  0.00
H  -3.154  4.633  -3.797  0.00
H  -3.073  3.464  -1.604  0.00
H  -0.769  -0.230  3.734  0.00
H  -3.055  -0.916  4.364  0.00
H  -5.422  -1.151  3.806  0.00
H  -7.340  -0.600  2.356  0.00
H  -6.991  0.780  0.330  0.00
H  -4.723  1.507  -0.303  0.00
C  5.532  3.479  4.850  0.00
C  4.955  2.992  3.549  0.00
C  3.895  2.086  3.537  0.00
C  3.336  1.659  2.346  0.00
C  3.851  2.145  1.154  0.00
C  4.905  3.043  1.135  0.00
C  5.451  3.464  2.337  0.00
S  3.126  1.651  -0.385  0.00
O  1.758  2.188  -0.404  0.00
O  3.981  2.098  -1.454  0.00
N  2.851  0.091  -0.401  0.00
C  3.695  -0.983  -0.262  0.00
C  4.995  -0.971  0.197  0.00
C  5.690  -2.176  0.397  0.00
C  5.111  -3.387  0.144  0.00
C  3.795  -3.441  -0.368  0.00
C  3.124  -4.645  -0.677  0.00
C  1.862  -4.598  -1.197  0.00
C  1.255  -3.350  -1.417  0.00
N  1.832  -2.206  -1.130  0.00
C  3.087  -2.241  -0.600  0.00
H  5.594  2.674  5.582  0.00
H  4.897  4.262  5.269  0.00
H  6.527  3.896  4.703  0.00
H  3.503  1.714  4.476  0.00
H  2.501  0.967  2.333  0.00
H  5.277  3.388  0.180  0.00
H  6.274  4.169  2.332  0.00
H  5.466  -0.024  0.430  0.00
H  6.704  -2.136  0.774  0.00
H  5.647  -4.310  0.322  0.00
H  3.616  -5.592  -0.495  0.00
H  1.317  -5.500  -1.437  0.00
H  0.254  -3.301  -1.829  0.00
O  -2.326  -0.424  -2.640  0.00
C  -2.341  -1.127  -1.642  0.00
N  -1.268  -1.184  -0.801  -0.01
S  -1.437  -1.934  0.629  0.00
O  -0.035  -2.074  1.035  0.00
O  -2.003  -3.427  0.025  0.00
C  -3.244  -3.179  -0.532  0.00
C  -4.270  -4.086  -0.309  0.00
C  -5.530  -3.834  -0.825  0.00
C  -5.776  -2.692  -1.578  0.00
C  -4.743  -1.809  -1.837  0.00
C  -3.478  -2.037  -1.311  0.00
H  -4.066  -4.978  0.268  0.00
H  -6.335  -4.529  -0.624  0.00
H  -6.768  -2.499  -1.965  0.00
H  -4.883  -0.933  -2.457  0.00

---

# 4
Below is a molecular structure, C40H32BrF4OPPtTe, with properties calculated with the ωB97M-V functional and the def2-TZVPD basis.

Summary:
Expectation value of S² = 2.013
E_LUMO (alpha / beta) = -5.2 / -8.3 eV
Strongest force on any atom = 0.009 hartree/bohr
HOMO energy (alpha / beta) = -13.46 / -13.94 eV
HOMO-LUMO gap (alpha / beta) = 8.24 / 5.61 eV
Multiplicity = 3
Charge = +2

Last column: Löwdin spin population.
Positions of all 81 atoms, in Å:
Pt  0.860  0.404  0.092  0.88
F  -5.379  1.113  -3.132  0.00
C  -4.251  0.618  -2.676  0.00
C  -3.902  -0.694  -2.953  0.00
F  -4.697  -1.458  -3.672  0.00
C  -2.704  -1.191  -2.459  0.00
F  -2.385  -2.455  -2.722  0.00
C  -1.842  -0.418  -1.693  0.02
P  -0.302  -1.151  -1.075  0.13
C  0.650  -1.716  -2.493  0.03
C  0.729  -3.069  -2.822  0.01
C  1.469  -3.463  -3.926  0.00
C  2.118  -2.514  -4.704  0.01
C  2.031  -1.164  -4.384  0.00
C  1.301  -0.764  -3.279  0.01
C  -0.717  -2.528  -0.005  0.02
C  0.333  -3.285  0.521  0.02
C  0.066  -4.303  1.419  0.00
C  -1.244  -4.568  1.800  0.02
C  -2.289  -3.815  1.283  0.00
C  -2.030  -2.793  0.383  0.01
C  -2.211  0.905  -1.442  0.00
Br  -1.098  2.114  -0.488  0.11
C  -3.400  1.418  -1.919  0.00
F  -3.744  2.674  -1.679  0.00
H  0.211  -3.808  -2.225  0.00
H  1.529  -4.511  -4.187  0.00
H  2.686  -2.827  -5.570  0.00
H  2.528  -0.428  -5.001  0.00
H  1.223  0.290  -3.038  0.00
H  1.357  -3.083  0.230  0.00
H  0.878  -4.893  1.822  0.00
H  -1.449  -5.367  2.499  0.00
H  -3.308  -4.028  1.576  0.00
H  -2.853  -2.209  -0.010  0.00
Te  3.115  0.403  1.537  0.27
C  4.437  -0.571  0.230  0.02
C  3.980  -1.511  -0.689  0.01
C  4.882  -2.123  -1.547  0.00
C  6.230  -1.800  -1.480  0.00
C  6.683  -0.870  -0.555  0.00
C  5.790  -0.252  0.308  0.01
C  2.649  1.999  0.230  0.05
C  2.317  3.280  0.687  0.04
C  1.943  4.241  -0.233  0.04
C  1.870  3.941  -1.597  0.04
C  2.200  2.680  -2.054  0.03
C  2.606  1.698  -1.148  0.06
H  2.930  -1.772  -0.740  0.00
H  4.527  -2.855  -2.261  0.00
H  6.934  -2.279  -2.147  0.00
H  7.735  -0.626  -0.498  0.00
H  6.157  0.468  1.029  0.00
H  2.346  3.507  1.742  0.00
H  1.709  5.241  0.105  0.00
H  1.577  4.710  -2.299  0.00
H  2.179  2.460  -3.114  0.00
H  2.994  0.750  -1.511  0.01
C  -5.556  1.167  2.408  0.00
C  -4.134  1.469  2.772  0.00
C  -3.786  2.689  3.337  0.01
C  -2.470  3.008  3.651  0.00
C  -2.175  4.356  4.252  0.00
C  -1.465  2.063  3.375  0.01
C  -0.066  2.464  3.472  0.00
O  0.848  1.891  2.892  0.01
C  -1.808  0.791  2.861  0.00
C  -0.795  -0.288  2.676  0.07
C  -3.131  0.523  2.558  0.01
H  -6.253  1.745  3.012  0.00
H  -5.783  0.110  2.540  0.00
H  -5.743  1.421  1.361  0.00
H  -4.563  3.414  3.547  0.00
H  -3.101  4.834  4.563  0.00
H  -1.692  5.021  3.533  0.00
H  -1.533  4.286  5.130  0.00
H  0.154  3.367  4.059  0.00
H  -0.037  -0.318  3.455  0.00
H  -0.209  -0.035  1.749  0.03
H  -1.252  -1.264  2.537  0.00
H  -3.403  -0.462  2.191  0.00

---

# 5
Below is a molecular structure, C40H32ClN11O4Pb at a distorted geometry, with properties calculated with the ωB97M-V functional and the def2-TZVPD basis.

Summary:
E_LUMO = -6.4 eV
Strongest force on any atom = 0.023 hartree/bohr
HOMO energy = -12.75 eV
HOMO-LUMO gap = 6.37 eV
Charge = +2

Last column: Löwdin charge in e.
Positions of all 89 atoms, in Å:
Pb  -0.764  -0.365  -0.383  1.63
C  -4.749  0.378  -0.095  -0.03
O  -4.072  -0.565  0.768  -0.12
C  -4.196  -1.861  0.360  -0.25
C  -4.962  -2.776  1.060  0.05
C  -5.058  -4.118  0.663  -0.03
C  -4.387  -4.578  -0.452  0.01
C  -3.599  -3.659  -1.144  -0.14
C  -2.750  -3.777  -2.279  0.09
N  -2.128  -2.681  -2.587  0.00
N  -1.377  -2.331  -3.534  0.17
C  -0.382  -1.418  -3.594  -0.40
O  -0.127  -0.567  -2.710  -0.19
C  0.420  -1.460  -4.831  -0.16
C  0.307  -2.505  -5.750  -0.02
C  1.113  -2.521  -6.874  -0.05
C  2.021  -1.491  -7.091  -0.04
C  2.126  -0.444  -6.185  -0.05
C  1.333  -0.431  -5.052  -0.02
C  -3.508  -2.340  -0.744  -0.21
O  -2.669  -1.610  -1.511  -0.09
H  -4.722  1.336  0.413  0.08
H  -5.786  0.075  -0.237  0.11
H  -4.255  0.459  -1.064  0.09
H  -5.505  -2.415  1.925  0.14
H  -5.674  -4.795  1.239  0.12
H  -4.458  -5.609  -0.776  0.13
H  -2.576  -4.653  -2.889  0.18
H  -0.411  -3.298  -5.586  0.11
H  1.032  -3.332  -7.585  0.12
H  2.649  -1.505  -7.973  0.12
H  2.826  0.362  -6.364  0.11
H  1.406  0.376  -4.335  0.12
C  -1.822  5.637  -0.617  -0.04
N  -2.116  4.216  -0.347  -0.11
C  -1.572  3.150  -0.923  -0.13
N  -1.842  2.064  -0.208  -0.06
C  -2.580  2.560  0.835  -0.22
N  -2.761  3.855  0.788  0.14
C  -0.414  5.945  -0.141  -0.20
C  0.524  6.588  -0.939  -0.02
C  1.840  6.704  -0.504  -0.05
C  2.245  6.128  0.692  0.00
C  1.303  5.492  1.492  -0.13
C  -0.027  5.444  1.090  0.02
C  1.616  4.677  2.674  -0.29
N  0.774  4.312  3.577  0.13
N  1.376  3.283  4.282  0.12
C  2.534  3.105  3.751  -0.29
O  2.775  3.975  2.739  0.15
C  3.393  1.931  3.948  -0.13
C  4.739  1.866  3.600  0.00
C  5.400  0.648  3.661  -0.05
C  4.714  -0.515  4.002  -0.02
C  3.370  -0.449  4.344  -0.21
C  2.520  -1.681  4.573  -0.04
N  1.319  -1.609  3.710  -0.11
C  1.257  -1.208  2.444  -0.16
N  -0.011  -1.104  2.065  -0.06
C  -0.697  -1.475  3.191  -0.20
N  0.074  -1.783  4.206  0.14
C  2.732  0.780  4.358  0.01
H  -2.576  6.203  -0.078  0.14
H  -1.934  5.822  -1.683  0.13
H  -0.986  3.189  -1.832  0.15
H  -2.976  1.948  1.634  0.12
H  0.239  6.989  -1.906  0.12
H  2.564  7.217  -1.123  0.12
H  3.283  6.174  0.997  0.13
H  -0.737  4.946  1.738  0.11
H  5.265  2.759  3.284  0.13
H  6.451  0.595  3.406  0.12
H  5.229  -1.470  3.986  0.12
H  2.143  -1.737  5.591  0.14
H  3.066  -2.596  4.356  0.13
H  2.128  -0.984  1.843  0.15
H  -1.776  -1.498  3.258  0.12
H  1.682  0.860  4.620  0.13
Cl  3.472  -4.436  -2.067  0.75
C  2.023  -4.257  -1.164  -0.64
C  1.554  -5.274  -0.351  -0.05
C  0.375  -5.070  0.350  -0.02
C  -0.282  -3.862  0.219  -0.15
N  0.175  -2.880  -0.568  -0.04
C  1.307  -3.076  -1.250  -0.16
H  2.105  -6.203  -0.271  0.13
H  -0.027  -5.843  0.993  0.12
H  -1.197  -3.665  0.769  0.11
H  1.652  -2.272  -1.895  0.11